Entry 1:
20
Properties=species:S:1:pos:R:3:forces:R:3 method="wB97M-V/def2-TZVPD" mol_weight_g_mol=116.16 e_lumo_ev=0.9 de_lowest_kj_mol=427.65 homo_energy_ha=-0.2756 fmax_ev_per_a=5.50
C 0.6957 0.0766 0.2452 -1.49 -5.22 -0.73
C -0.4163 0.5802 -0.4880 1.53 5.17 1.07
C 2.0606 -0.0954 -0.3625 -0.08 0.05 -0.08
C -1.7884 0.7310 0.1168 0.11 -0.15 -0.12
C -0.1792 -1.7261 -0.2150 1.98 0.34 1.14
N -0.8444 -2.3199 0.8096 -0.24 -0.03 0.05
N 0.4878 2.1724 -0.0766 -0.81 -0.68 -0.78
O 0.1050 -2.3022 -1.2392 -0.26 0.32 -0.03
H 0.6268 0.0925 1.3281 -0.05 0.18 -0.10
H -0.3555 0.5045 -1.5680 -0.01 -0.08 0.04
H -1.0896 -1.8080 1.6385 0.11 -0.05 -0.06
H -1.0964 -3.2991 0.7478 -0.09 0.17 -0.08
H 0.8773 2.7223 -0.8369 -0.38 0.07 0.06
H 0.1179 2.7531 0.6715 -0.39 -0.02 -0.43
H 2.0650 0.1793 -1.4168 -0.08 0.07 0.02
H 2.3740 -1.1384 -0.3129 0.09 0.09 0.11
H 2.7724 0.5430 0.1583 0.02 -0.07 -0.02
H -1.7340 0.8242 1.2036 0.05 -0.03 -0.04
H -2.2584 1.6324 -0.2729 0.00 -0.07 -0.05
H -2.4202 -0.1224 -0.1308 -0.03 -0.03 0.01


Entry 2:
23
Properties=species:S:1:pos:R:3:forces:R:3 method="wB97M-V/def2-TZVPD" mol_weight_g_mol=122.21 e_lumo_ev=1.0 de_lowest_kj_mol=89.98 homo_energy_ha=-0.3305 fmax_ev_per_a=3.31
C -0.1690 1.9037 -1.9176 -0.71 -0.07 -0.69
C 0.0259 0.4667 -1.5238 0.68 -0.88 -0.78
C -0.9069 -0.5100 -1.9296 -0.35 1.01 0.91
C -0.6842 -1.8501 -1.6881 0.75 0.60 -0.79
C 0.5314 -2.2116 -1.0882 -1.00 -2.46 0.94
C 1.4032 -1.3241 -0.5397 0.31 2.69 -1.31
C 1.2077 0.0206 -0.9424 -0.23 0.31 0.99
H 0.2065 2.6298 -1.1949 0.01 -0.12 -0.11
H -1.2388 2.0796 -2.1133 0.23 0.11 0.42
H 0.2679 2.0797 -2.9126 0.29 0.07 0.40
H -1.8536 -0.1098 -2.2909 0.07 -0.47 -0.29
H -1.3813 -2.5818 -2.0869 0.18 -0.06 0.34
H 0.6798 -3.2788 -0.8984 0.00 0.23 -0.06
H 2.2622 -1.4694 0.1035 -0.07 -0.81 -0.27
H 1.9324 0.7817 -0.6517 -0.04 -0.19 0.05
C 0.3851 0.2152 2.2495 -3.01 -1.34 -0.29
C -0.8180 0.6358 3.1026 -0.46 0.58 1.95
H -0.0874 -0.0620 1.2843 0.87 0.26 0.30
H 1.0263 1.0616 2.1419 1.01 -0.08 -0.13
H 0.7123 -0.7485 2.6796 0.90 0.86 -0.29
H -0.5947 1.4997 3.7550 0.06 -0.20 -0.31
H -1.1456 -0.1179 3.8311 0.35 -0.20 -0.21
H -1.7609 0.8899 2.6304 0.15 0.15 -0.78


Entry 3:
13
Properties=species:S:1:pos:R:3:forces:R:3 method="wB97M-V/def2-TZVPD" mol_weight_g_mol=98.11 e_lumo_ev=0.8 de_lowest_kj_mol=309.12 homo_energy_ha=-0.3443 fmax_ev_per_a=2.39
C -0.2042 0.3486 1.5581 -0.44 -1.09 1.47
N -0.7402 0.1012 0.2179 0.78 -0.75 -0.17
C -0.5686 -1.2433 -0.1978 -0.62 -0.61 -0.14
N 0.2657 -1.6987 -1.0677 0.11 1.89 0.61
N 1.2801 -0.7311 -1.4486 -0.89 1.50 0.56
C 0.9867 0.5418 -1.3161 0.90 -2.03 -0.86
N -0.2230 0.9926 -0.7449 -0.89 0.89 -1.26
H -0.6399 -0.3924 2.3080 0.13 0.76 -1.20
H 0.8791 0.1494 1.6563 -0.27 0.57 -0.32
H -0.5222 1.3330 1.9074 0.40 -0.03 -0.21
H -1.3077 -1.9187 0.2656 0.53 0.07 -0.32
H 1.7690 1.2691 -1.6819 -1.13 -0.71 0.53
H -0.9747 1.2485 -1.4563 1.39 -0.44 1.31


Entry 4:
23
Properties=species:S:1:pos:R:3:forces:R:3 method="wB97M-V/def2-TZVPD" multiplicity=2 total_charge=+1 mol_weight_g_mol=126.20 e_lumo_ev="-4.0 / -7.9" s2=0.7601 de_lowest_kj_mol=39.23 homo_energy_ha="-0.5060 / -0.5060" fmax_ev_per_a=1.48
C 0.2547 -2.1787 -0.7385 1.16 -0.31 -0.59
C 0.7544 -3.6270 -0.9298 -0.06 -0.26 0.73
C 0.7438 -1.2515 -1.8611 -0.45 0.33 0.36
H -0.8279 -2.2317 -0.6485 -0.05 0.46 0.05
H 0.7277 -1.7443 0.1480 -0.59 -0.24 0.32
H -0.0134 -4.3107 -0.5663 -0.11 -0.14 -0.36
H 1.6094 -3.9056 -0.3035 0.14 0.44 -0.23
H 0.2807 -0.2718 -1.7387 0.00 0.08 -0.06
H 1.8147 -1.0818 -1.7351 0.02 -0.18 -0.32
H 1.0080 -3.8598 -1.9636 -0.16 0.00 0.01
H 0.5093 -1.5777 -2.8722 0.13 -0.27 0.01
C 0.3354 1.5219 2.6166 1.22 -0.70 0.16
C -0.9061 1.9719 -0.6488 -0.61 -0.10 -0.24
C -0.2476 1.9622 1.3598 -0.46 -0.18 0.63
C -1.1136 3.0940 1.2039 -0.83 1.16 -0.41
N -0.2043 1.2816 0.1960 0.80 0.20 0.36
N -1.5278 3.0773 -0.0577 0.04 -0.76 -0.13
H -1.0337 1.7308 -1.6906 -0.09 -0.02 -0.14
H -2.3720 3.5037 -0.4234 0.36 0.46 -0.08
H -1.4708 3.8880 1.8495 0.24 -0.36 0.34
H 0.0200 0.5018 2.8534 -0.35 0.01 -0.03
H 0.2510 2.1571 3.4928 -0.41 0.23 -0.26
H 1.4084 1.3503 2.4579 0.07 0.14 -0.11


Entry 5:
12
Properties=species:S:1:pos:R:3:forces:R:3 method="wB97M-V/def2-TZVPD" mol_weight_g_mol=120.06 e_lumo_ev=-1.7 de_lowest_kj_mol=671.71 homo_energy_ha=-0.3641 fmax_ev_per_a=8.88
O 0.5564 -1.5847 -0.6873 -8.20 -2.28 -0.83
N -0.7952 -1.6448 -0.6435 8.14 2.94 1.96
C -1.0653 -0.3490 0.4857 2.08 -0.50 -1.65
O -2.3781 0.0161 0.4826 1.21 2.46 -4.17
C -0.0517 0.7990 -0.1051 -2.74 1.84 -2.19
O -0.4470 1.8525 -0.7434 -0.15 -3.86 2.51
N 1.2771 0.6242 -0.1690 -2.22 0.19 -0.74
O 2.0006 -0.0857 0.6598 2.87 -4.39 1.08
H -0.5343 -0.7422 1.4208 -1.55 0.42 -0.96
H -2.3920 0.6419 -0.5251 -0.19 -2.24 4.45
H 1.5495 1.5315 -0.4051 2.12 1.51 -0.58
H 2.2799 -1.0587 0.2295 -1.37 3.90 1.13


Entry 6:
78
Properties=species:S:1:pos:R:3:forces:R:3 method="wB97M-V/def2-TZVPD" multiplicity=5 total_charge=+3 mol_weight_g_mol=777.90 e_lumo_ev="-8.5 / -12.2" s2=6.0414 homo_energy_ha="-0.5705 / -0.5761" fmax_ev_per_a=0.47
Pt 0.8613 -1.8711 1.0680 0.21 -0.14 0.27
C -0.8333 5.0822 -0.0332 0.00 0.00 -0.02
C 0.3596 4.2930 0.5242 -0.01 -0.02 0.02
C 1.0760 3.6168 -0.6460 -0.01 -0.01 -0.02
C 1.3431 5.2553 1.2072 -0.01 0.03 -0.01
C -0.1370 3.2801 1.5526 0.05 0.00 0.00
C -0.8967 3.7300 2.6570 0.01 0.02 -0.04
C -1.3695 2.8827 3.6311 0.01 -0.07 0.00
C -1.0855 1.5212 3.5056 0.00 0.03 0.04
S -1.5159 0.2030 4.5510 -0.04 0.09 0.03
C -0.7026 -0.8772 3.5045 0.10 -0.10 -0.09
N -0.1440 -0.3246 2.4525 -0.33 0.05 0.02
C -0.3376 1.0515 2.4275 0.11 -0.08 -0.03
C 0.1498 1.9322 1.4550 -0.07 0.03 0.06
C -0.5690 -2.3196 3.6930 -0.02 0.03 0.05
C -0.9541 -2.9907 4.8468 0.04 0.04 0.00
C -0.7515 -4.3620 4.9391 0.00 0.00 0.00
C -0.1740 -5.0681 3.8872 0.07 -0.02 -0.03
C 0.1810 -4.4137 2.7144 -0.03 -0.01 0.09
C 0.0323 -3.0309 2.6388 -0.05 0.01 -0.13
H -0.4851 5.8148 -0.7623 0.00 0.01 0.00
H -1.3655 5.6274 0.7446 -0.01 0.00 0.00
H -1.5491 4.4197 -0.5283 0.00 -0.01 0.01
H 1.3557 4.3715 -1.3813 0.02 0.01 0.01
H 0.4288 2.8855 -1.1465 -0.01 0.01 0.01
H 1.9936 3.1139 -0.3321 0.00 -0.01 0.00
H 1.7231 5.9786 0.4847 -0.01 0.00 0.00
H 2.1935 4.7170 1.6288 0.00 -0.01 0.00
H 0.8643 5.8137 2.0113 0.00 0.00 0.01
H -1.1122 4.7854 2.7532 0.00 0.00 0.00
H -1.9398 3.2644 4.4668 0.00 0.00 0.01
H 0.7468 1.5448 0.6420 0.03 0.00 0.01
H -1.4044 -2.4562 5.6749 0.01 0.01 0.00
H -1.0554 -4.8873 5.8344 0.00 0.00 0.00
H -0.0195 -6.1355 3.9756 0.00 0.00 0.00
H 0.5835 -4.9812 1.8843 -0.05 -0.01 -0.02
N 2.6838 -1.0783 2.2034 0.05 0.08 -0.07
C 3.9288 -1.4740 1.5103 -0.02 -0.03 0.02
C 3.7907 -2.9162 1.0643 -0.05 0.01 -0.03
N 2.6541 -3.0177 0.1081 0.00 0.13 -0.07
H 2.6483 -0.0823 2.3993 0.02 0.02 -0.05
H 2.6211 -1.5536 3.1012 0.00 0.05 0.04
H 4.8024 -1.3505 2.1511 0.00 -0.04 0.01
H 4.0576 -0.8215 0.6444 0.02 0.02 0.02
H 3.5631 -3.5568 1.9181 0.01 0.00 0.00
H 4.7183 -3.2714 0.6159 0.00 0.01 0.00
H 2.4123 -3.9898 -0.0599 0.01 -0.01 0.04
H 2.9502 -2.6313 -0.7842 0.02 -0.06 -0.03
S -2.7817 1.3305 -3.6826 -0.20 -0.36 -0.23
C -1.6797 0.5953 -2.5489 0.19 0.25 0.14
C -2.2362 0.3406 -1.2936 0.03 0.03 0.03
C -1.4425 -0.2511 -0.3270 -0.04 0.01 0.00
N -0.1669 -0.5746 -0.5477 -0.03 -0.25 -0.21
C 0.3533 -0.3523 -1.7602 0.11 0.16 0.10
C -0.3544 0.2282 -2.7955 -0.10 -0.01 -0.02
C -1.9277 1.8029 -5.0946 0.07 0.17 0.20
C -0.7058 2.5025 -5.0714 0.03 -0.15 -0.09
C -0.1978 2.9107 -6.2877 0.08 0.06 0.01
N -0.8027 2.6688 -7.4557 -0.05 -0.05 0.09
C -1.9603 2.0146 -7.4643 -0.05 0.00 -0.11
C -2.5970 1.5815 -6.3098 0.01 0.13 -0.01
H -3.2623 0.5971 -1.0627 0.00 0.01 0.00
H -1.8360 -0.4628 0.6572 -0.01 -0.02 -0.01
H 1.3942 -0.6169 -1.8994 -0.02 -0.05 -0.02
H 0.1151 0.3622 -3.7582 0.01 0.02 -0.03
H -0.2111 2.7635 -4.1466 0.00 -0.01 0.03
H 0.7266 3.4736 -6.3354 -0.01 0.00 -0.01
H -2.4136 1.8449 -8.4336 0.01 -0.01 0.01
H -3.5560 1.0826 -6.3556 0.00 0.00 0.01
N -0.1762 -3.9567 -1.5132 -0.03 0.01 0.03
C -1.0997 -4.8509 -1.9221 0.00 -0.01 -0.02
C -2.0526 -4.9215 -0.9364 0.01 0.00 0.00
C -1.6148 -4.0260 0.0477 -0.03 0.05 0.02
N -0.4746 -3.4406 -0.3010 -0.05 0.00 -0.04
H 0.6467 -3.6694 -2.0118 0.02 0.00 0.00
H -1.0045 -5.3675 -2.8630 0.00 0.00 0.00
H -2.9315 -5.5413 -0.9210 0.00 0.00 0.00
H -2.0714 -3.7912 0.9958 -0.01 -0.01 0.00